No. 1
15 unconnected molecules or ions with the total composition C36H105N3O27 in a non-equilibrium geometry, computed with ωB97M-V/def2-TZVPD.

Each line ends with the Mulliken charge.
Positions of all 171 atoms, in Å:
O1 3.37478 0.63171 3.33693  -0.378
O2 -2.85376 -0.41361 -3.70911  -0.783
O3 4.85048 -4.52701 0.33451  -0.659
O4 -3.48787 -2.38718 0.50496  -0.504
O5 -3.31776 -4.17025 4.62427  -0.570
O6 -0.20058 2.76817 4.41537  -0.607
O7 1.27186 0.87641 0.29278  -0.095
O8 2.32618 5.28179 0.20393  -0.649
O9 3.07773 0.01693 -5.67258  -0.564
O10 -6.00080 2.10576 -0.37080  -0.551
O11 3.96045 -2.45844 3.22227  -0.486
O12 -1.49515 -1.92827 2.90689  -0.294
O13 -2.13209 2.90605 -2.47742  -0.305
O14 3.28056 2.61659 -3.89315  -0.354
O15 -3.61230 3.85381 3.72377  -0.418
O16 -0.47709 -4.46983 2.54188  -0.377
O17 -1.39807 -3.14858 -1.10007  0.188
O18 1.17756 4.67785 2.63652  -0.378
O19 -4.61174 -2.00178 -2.07269  -0.427
O20 -0.46494 -0.40631 -5.34887  -0.536
O21 2.94803 -5.46640 -1.47115  -0.129
O22 5.68383 -6.99791 0.94694  -0.644
O23 -1.26278 6.73462 -1.10268  -0.023
O24 1.57988 -3.42573 4.02083  -0.392
O25 4.85313 -7.41278 -1.99955  -0.523
O26 -7.71881 1.87908 1.77607  -0.568
O27 -0.21249 -5.82213 -2.34174  -0.524
N1 0.79874 3.35367 -1.38322  0.656
N2 1.21067 -2.42494 -1.34374  0.091
N3 -3.87658 6.67014 1.38087  -0.770
C1 -3.96828 -1.15435 0.05114  1.160
C2 1.09993 -0.08562 -0.73316  0.141
C3 1.31380 3.18036 -2.71965  2.394
C4 0.87491 -0.67538 -5.25069  0.496
C5 2.80173 3.16271 -2.62212  -1.063
C6 4.74072 2.57525 -3.85009  -0.819
C7 -2.00194 1.85329 -3.38331  -0.096
C8 -1.42494 2.79261 3.73516  0.665
C9 -1.51032 -5.45739 -1.87028  -0.603
C10 -2.74583 4.78052 0.26717  0.422
C11 -0.92745 7.64875 -2.16200  -0.915
C12 3.94617 -1.55377 4.30908  -0.136
C13 1.70773 -1.48775 -0.30313  1.216
C14 -5.10653 -1.27899 -0.95322  -0.602
C15 3.45801 -5.57670 -2.70451  -0.292
C16 3.26563 -1.40182 -0.28209  -1.342
C17 0.87030 4.21165 -3.74603  -1.504
C18 3.88500 -6.98000 -3.00336  -0.684
C19 -2.32374 3.87851 4.36683  -0.758
C20 -0.16126 -5.17069 3.69976  -0.448
C21 4.42237 -0.15347 3.87364  -0.691
C22 1.77264 0.06175 -6.23769  -0.502
C23 4.23291 -5.15126 1.48624  0.190
C24 -2.77149 0.61245 -2.76544  1.078
C25 0.41520 0.56469 1.38351  -0.532
C26 -2.47834 7.10403 -0.57120  -1.105
C27 2.53118 4.97112 2.56557  -0.527
C28 -5.50729 2.11682 1.01117  0.531
C29 -3.46964 -2.84549 4.25021  -0.530
C30 -1.81789 -4.02502 -2.10456  0.011
C31 1.29280 -4.85965 4.01162  0.076
C32 -2.66064 6.21252 0.63207  0.815
C33 3.06489 4.59737 1.22821  0.223
C34 -2.14418 -2.02924 4.23309  -0.257
C35 -6.55254 2.74095 1.91777  -0.582
C36 4.26740 -6.61238 1.26231  -0.341
H1 1.87871 -5.28003 3.15715  -0.241
H2 -2.46978 8.16925 -0.25520  0.381
H3 5.18355 3.58822 -3.67637  0.311
H4 -0.22244 3.34200 -1.36063  -0.393
H5 0.45971 1.38540 2.06857  -0.034
H6 2.72954 -5.32845 -3.55228  0.298
H7 -0.18014 4.66223 -3.60135  0.138
H8 -3.57005 4.54646 -0.37480  0.434
H9 -0.60948 0.56191 1.03821  0.234
H10 3.00751 4.37145 3.32438  0.425
H11 -2.31892 -1.03052 4.70709  0.256
H12 4.37111 -6.98586 -3.96873  0.350
H13 -3.23777 -1.19415 -3.24930  0.365
H14 3.67304 -0.59538 0.35604  0.056
H15 0.83178 3.64726 -4.65246  0.403
H16 1.33672 -2.09054 -2.30997  0.016
H17 2.85417 -1.47611 4.65651  0.114
H18 0.69335 -0.37130 1.84736  -0.129
H19 0.98181 2.21640 -3.10002  -1.243
H20 1.90701 4.64343 -0.39725  0.342
H21 3.90519 -7.03348 2.18349  0.445
H22 3.20551 -3.04713 3.30906  0.338
H23 -3.13703 -4.68329 3.80665  0.344
H24 3.67300 -2.32937 0.01636  0.050
H25 3.03898 -7.65811 -2.97830  0.381
H26 -0.04428 7.23888 -2.73692  0.118
H27 -3.17667 -0.48337 -0.42156  -0.577
H28 -1.87076 1.82454 3.96871  0.008
H29 3.44558 0.52462 2.40864  0.075
H30 -3.27781 6.97653 -1.34601  0.381
H31 0.41079 3.35653 3.90851  0.394
H32 -6.12603 2.76948 2.88144  0.257
H33 -3.89139 -2.69705 3.28455  0.178
H34 0.45982 -5.54227 -1.70934  0.166
H35 -1.70996 7.66798 -2.95394  0.353
H36 -0.74557 -3.52334 2.64137  0.212
H37 1.24561 -3.06931 3.18258  0.190
H38 1.73150 0.21841 -1.59537  0.058
H39 5.63408 -7.23451 -0.00652  0.392
H40 -2.22716 -6.14527 -2.35706  0.310
H41 3.19137 -4.80792 1.47257  -0.466
H42 3.60275 -6.92097 0.44724  0.216
H43 -5.36882 -0.31894 -1.33064  0.395
H44 1.33875 -1.85493 0.63263  -0.167
H45 4.55780 -1.90858 5.14736  0.308
H46 -2.86076 4.24729 1.22439  -0.582
H47 -1.47574 -5.77586 -0.77883  0.138
H48 1.58636 5.04796 -3.87178  0.324
H49 -2.92338 -3.85755 -2.20015  0.163
H50 1.09719 2.61932 -0.76196  0.028
H51 3.07724 0.74520 -5.02757  0.261
H52 4.95907 -8.35798 -1.95268  0.289
H53 -5.95943 -1.83955 -0.52838  0.369
H54 -3.67410 7.51015 1.86273  0.291
H55 -3.76129 0.89113 -2.44803  0.212
H56 4.15306 4.74430 1.09166  0.344
H57 -4.27537 -0.57905 0.91695  -0.071
H58 -4.08668 -2.29287 4.98885  0.399
H59 -6.79840 3.77437 1.70175  0.416
H60 -0.41499 -2.91133 -1.14176  0.016
H61 -1.05345 -0.93502 -4.71708  0.258
H62 -0.93731 1.55826 -3.49148  -0.387
H63 -5.31244 -2.08959 -2.74168  0.251
H64 1.75287 -0.47353 -7.21680  0.359
H65 0.04760 -0.16800 -1.07021  -0.411
H66 -0.74998 -4.80216 4.59859  0.196
H67 -2.25061 0.25472 -1.85734  -0.841
H68 4.81680 0.40629 4.68956  0.378
H69 5.13617 2.18090 -4.76900  0.302
H70 -4.53652 2.64505 1.08854  -0.100
H71 -2.39737 2.10251 -4.35292  0.444
H72 5.17682 -0.13311 3.08954  0.351
H73 3.15417 2.50731 -1.80638  0.302
H74 -3.02630 3.24082 -2.51851  0.243
H75 1.43367 -0.36867 -4.38754  -0.288
H76 -6.93146 1.83136 -0.19950  0.409
H77 -8.51106 2.33102 2.08162  0.306
H78 1.66907 -3.32011 -1.31497  -0.028
H79 -1.92656 4.86558 4.11782  0.280
H80 1.71776 -5.24884 4.94751  0.481
H81 5.65896 -5.03388 0.21968  0.378
H82 -1.37252 2.89889 2.62313  -0.089
H83 1.04185 -1.72836 -5.44869  0.355
H84 -1.41875 -2.49919 4.89928  0.285
H85 3.56935 -1.18429 -1.29758  0.428
H86 1.38298 1.11693 -6.37541  0.189
H87 -1.44572 -3.67491 -3.07058  0.230
H88 -1.76857 4.48778 -0.24566  -0.422
H89 -5.29425 1.09027 1.25132  -0.093
H90 -0.84689 8.60149 -1.68326  0.421
H91 -0.29996 -6.20803 3.47451  0.441
H92 -2.11090 -2.24957 2.19618  0.180
H93 4.95792 1.89812 -2.98064  0.309
H94 3.63838 -5.19238 -0.78100  0.069
H95 -4.09675 5.92468 2.03655  0.255
H96 2.75135 6.08531 2.68454  0.246
H97 -2.72577 -2.64201 -0.06822  0.132
H98 -4.07203 3.08959 4.08222  0.253
H99 -1.69578 6.42480 1.18734  -0.133
H100 3.27732 4.14343 -2.47643  0.612
H101 -2.37621 3.74618 5.44510  0.335
H102 2.79890 3.52964 1.11173  -0.296
H103 4.60363 -4.82534 2.48391  0.444
H104 4.39173 -5.01789 -2.70442  0.284
H105 0.71025 5.28979 2.07502  0.127

Values from the calculation:
HOMO ... -9.164 eV
Strongest force on any atom ... 4.003 eV/Å
Energy above the lowest of the compared OMol25 structures with the same formula, charge and spin ... 0.000 eV
Charge ... 0
Molecular weight ... 1012.2 Da
E_tot ... -3630.07507 hartree
Orbital gap ... 9.46 eV


No. 2
A molecular structure, C3H12N4 in a non-equilibrium geometry, computed with ωB97M-V/def2-TZVPD.

Each line ends with the natural charge from an NBO analysis.
Positions of all 19 atoms, in Å:
N1 -0.99477 -0.54478 0.17178  -0.482
N2 -1.69932 -1.33127 1.10522  -0.660
N3 -0.21154 1.49729 -0.37030  -0.846
N4 -2.35163 1.34565 0.58427  -0.815
C1 -1.23729 0.77087 0.01712  0.617
C2 2.32583 -0.84624 -1.19568  -0.608
C3 1.85852 -0.27841 0.14640  -0.871
H1 2.57418 0.46880 0.50918  0.205
H2 2.32616 -0.07405 -1.97040  0.189
H3 1.65236 -1.63643 -1.54134  0.188
H4 0.85957 0.76893 -0.15511  0.373
H5 0.13314 -0.67568 0.15547  0.448
H6 -2.56971 2.27204 0.25313  0.396
H7 3.33412 -1.27226 -1.16115  0.190
H8 -3.15348 0.74795 0.71436  0.386
H9 1.89074 -1.05555 0.91874  0.202
H10 -2.53228 -1.72850 0.68831  0.354
H11 -0.28228 2.39557 -0.82687  0.387
H12 -1.92232 -0.82393 1.95686  0.348

Values from the calculation:
HOMO ... -7.283 eV
Strongest force on any atom ... 2.001 eV/Å
Energy above the lowest of the compared OMol25 structures with the same formula, charge and spin ... 3.254 eV
Charge ... 0
Molecular weight ... 104.2 Da
E_tot ... -340.41084 hartree
Orbital gap ... 7.86 eV


Question: Which value of E_tot does entry 1 give?
Answer: -3630.07507 hartree


Question: What is the molecular weight in the first record?
Answer: 1012.2 Da


Question: Which of these has the lowest energy above the lowest of the compared OMol25 structures with the same formula, charge and spin?
Answer: C36H105N3O27